Entry 1:
Entry from the Open Molecules 2025 dataset: a 2-piece molecular cluster, C4H12 overall at a distorted geometry (ωB97M-V/def2-TZVPD).

The geometry in XYZ format:
```
16
Properties=species:S:1:pos:R:3:forces:R:3
C -1.94041 1.44898 -1.22152 0.2627 -0.1461 -0.6606
C -1.57872 0.07901 -1.85514 0.7243 1.0831 0.8752
H -0.98375 1.83147 -0.87156 -0.0954 0.3707 0.2118
H -2.23745 2.07800 -2.06755 -0.2816 0.2388 0.4733
H -2.66860 1.53098 -0.41926 -0.0732 -0.3617 0.0031
H -1.09894 0.47703 -2.75282 -0.0664 -1.0939 -0.3955
H -2.39279 -0.62005 -2.03127 0.0579 0.1431 -0.1798
H -0.77888 -0.37192 -1.24224 -0.5110 -0.2405 -0.3098
C 2.02923 -1.52086 1.69140 -2.0261 0.1125 -0.7846
C 1.42779 -0.11392 1.41198 1.8762 0.4530 0.2305
H 2.75612 -1.91863 0.98808 0.4788 0.5476 0.1833
H 2.31720 -1.59128 2.73457 0.2377 -0.2918 -0.0745
H 1.16029 -2.16212 1.49947 0.2916 -0.4733 0.4963
H 1.72518 0.33913 0.46193 -0.4230 -0.4845 -0.2679
H 0.36123 -0.06603 1.57137 -0.2350 -0.0600 -0.1290
H 1.90251 0.58020 2.10254 -0.2177 0.2029 0.3282
```
Forces are in eV/Å.

Its SMILES is CC.CC. The value obtained for the HOMO energy is -0.429 hartree.

---

Entry 2:
Entry from the Open Molecules 2025 dataset: a 2-piece molecular cluster, C13H24FN4O8PS overall at a distorted geometry (ωB97M-V/def2-TZVPD).

The geometry in XYZ format:
```
52
Properties=species:S:1:pos:R:3:forces:R:3
C 5.42868 -0.86065 0.35910 -0.1268 -0.3543 -0.1649
C 4.10939 -0.12254 -0.12676 0.4505 -0.7071 1.4382
O 3.70124 -0.53507 -1.43033 0.2424 0.5698 -0.1259
C 2.59613 0.23476 -1.92044 -0.3675 0.5897 0.1235
C 1.18383 -0.51553 -1.74004 0.4868 1.6081 1.1471
C 0.31493 0.41051 -0.81476 -0.9591 -0.8632 1.9677
C -0.00434 0.26866 0.58182 1.3249 -0.0478 -1.9367
C 0.45136 -0.92217 1.47856 -0.8585 -0.3838 -1.7654
C -0.56586 -2.12115 1.19847 -0.8186 -0.6096 1.2396
O -1.11730 -2.68313 2.11469 0.8196 0.4847 -0.3962
N -0.88854 -2.53185 -0.16046 0.5934 -0.5485 0.4654
C -2.25928 -3.07529 -0.26434 -1.2437 0.3172 -0.5075
C 0.02769 -3.60261 -0.61394 0.4232 0.0808 -0.6924
N -0.79410 1.37832 0.99917 1.2102 0.4360 -3.1756
C -1.35143 1.75576 2.28147 -0.4644 2.0619 0.7047
S -2.38432 0.45839 3.06927 -0.4012 -2.7041 0.2990
O -1.51426 -0.31778 4.00680 -0.4377 1.7827 -0.7023
O -3.05721 -0.39810 2.10811 0.9076 1.3309 0.7941
C -0.94105 2.13708 -0.14500 -2.7417 0.7966 -0.6233
F -1.58436 3.30286 -0.31900 2.6954 -1.4366 0.5721
N -0.32973 1.61048 -1.25496 -0.5212 -0.2043 2.5549
C -0.38149 2.22900 -2.60581 -0.0922 -1.0608 -0.3029
N 0.94866 2.80582 -2.93101 -0.8426 -0.6066 0.0390
H 6.06464 -0.20674 1.01300 -0.7485 -0.3778 -0.6027
H 5.17690 -1.76840 0.97961 0.2392 0.8357 -0.8005
H 6.07821 -1.18336 -0.50074 -0.7597 0.3321 0.6988
H 4.30179 0.98149 -0.02700 -0.4734 -0.8457 -0.4829
H 3.29340 -0.43082 0.59291 0.7472 0.7175 -0.5348
H 2.77803 0.54992 -2.98882 0.0433 -0.7356 0.9493
H 2.58162 1.19846 -1.32876 -0.1424 -0.9877 -0.6292
H 0.69297 -0.70695 -2.72685 0.3297 0.0521 0.9158
H 1.41406 -1.47874 -1.20697 -0.5092 1.0582 -0.6903
H 0.47244 -0.70367 2.57337 -0.2101 -0.2308 -0.9738
H 1.44737 -1.30470 1.09916 -0.8983 0.6620 0.5219
H -3.02179 -2.41622 0.24122 1.0114 -0.5724 -0.3736
H -2.53002 -3.08395 -1.35866 0.3361 0.0018 0.9715
H -2.36893 -4.13401 0.10694 0.2660 0.9690 -0.0708
H 1.10625 -3.35171 -0.42924 -0.9139 -0.1556 -0.1007
H -0.11771 -3.70358 -1.72782 0.2488 -0.0494 1.0440
H -0.18199 -4.60662 -0.14005 0.0987 0.9355 -0.2451
H -2.05704 2.62878 2.06597 -0.0757 -1.2551 -0.1756
H -0.57197 2.18046 2.99090 -0.5105 -1.2355 -0.6366
H -3.27724 1.17519 3.86914 0.3406 0.1165 -1.1890
H -0.60972 1.36674 -3.30283 0.2030 1.0602 0.6054
H -1.23059 2.95179 -2.68753 0.8498 -0.6048 0.5695
H 1.44146 2.87480 -2.03540 0.0372 0.1322 -0.6960
H 1.40902 2.11173 -3.52401 0.2024 0.5084 0.4484
O -4.80847 2.86523 2.41166 1.0838 -0.1553 0.7938
P -4.79261 2.43434 0.91142 -1.5428 0.0265 -0.4233
O -3.30499 2.05758 0.53082 0.8872 -0.6752 0.3053
O -5.27666 3.59732 0.01428 0.4104 0.2178 -0.1131
O -5.69703 1.19990 0.71364 0.1709 -0.2764 -0.0383
```
Forces are in eV/Å.

The total charge is -2. The value obtained for the HOMO energy is 0.076 hartree.

---

Entry 3:
Entry from the Open Molecules 2025 dataset: C19H22ClEuN as an isolated structure at a distorted geometry (ωB97M-V/def2-TZVPD).

The geometry in XYZ format:
```
44
Properties=species:S:1:pos:R:3:forces:R:3
C 0.87080 -2.00780 0.87030 0.1805 -1.5037 0.3174
C 0.94120 -2.04430 -0.54110 0.1608 -1.9065 -0.1709
C -0.38400 -2.03580 -1.03650 -0.3258 -2.2616 -0.1699
H 1.84110 -2.07920 -1.13220 0.0869 0.0776 -0.1061
C -1.26460 -1.95660 0.06510 -0.2093 -2.1763 -0.1938
C -0.48390 -1.95010 1.24190 -0.0673 -1.4474 0.3655
H -0.85720 -1.84750 2.24700 -0.1114 -0.0421 0.0530
H 1.71010 -1.95390 1.54260 0.0696 -0.0017 0.0659
H -0.66920 -2.01970 -2.07380 -0.0277 0.0470 -0.2211
H -2.33910 -1.89750 0.01570 -0.0215 0.1013 0.0416
Eu 0.00000 0.00000 0.00000 -2.5568 6.6832 -3.6591
Cl 0.70060 1.22870 1.72270 3.1188 3.2023 4.0439
C 0.10700 2.91220 -4.72790 0.0065 0.0131 0.1436
C -1.10630 2.28070 -5.06630 -0.0635 -0.0496 0.0841
C -0.79990 1.06280 -5.70570 -0.0175 -0.0584 0.0503
H -2.10170 2.66460 -4.86950 0.0459 -0.0016 -0.0336
C 0.60290 0.94160 -5.76240 0.0079 -0.0654 0.0462
C 1.16340 2.08470 -5.15830 0.0685 -0.0567 0.0883
H 2.22240 2.29120 -5.04410 -0.0439 0.0077 -0.0325
H 0.21000 3.86740 -4.22390 -0.0055 -0.0257 -0.0547
H -1.51810 0.34470 -6.08740 0.0321 0.0445 -0.0045
H 1.15450 0.11390 -6.19550 -0.0206 0.0441 -0.0051
C -0.59620 -1.56780 5.51980 -0.0130 -0.0946 -0.3334
N -1.65920 -1.21280 4.55660 0.1113 -0.1433 0.4511
C -2.95560 -1.24080 5.24780 -0.0376 -0.4077 -0.3230
C -1.31660 0.08190 3.90530 -0.1083 -0.2586 -0.2286
C -2.29410 0.57510 2.82270 -0.7896 0.4170 -0.7185
C -3.53710 1.06340 3.27950 0.5766 -0.0521 -0.5164
C -4.49840 1.55110 2.40070 0.0783 -0.0494 -0.1971
C -4.24540 1.57860 1.03730 -0.1181 0.1304 -0.0970
C -3.02180 1.13270 0.54590 0.1757 -0.1538 1.1943
C -2.02520 0.64080 1.39940 0.2755 -1.1216 0.6808
H -0.78150 -2.57300 5.95590 -0.0427 0.6270 -0.2565
H -0.53900 -0.82290 6.34590 0.0748 -0.2784 -0.2169
H 0.39360 -1.61610 5.01530 -0.6242 0.1685 0.2203
H -3.03470 -0.41590 5.98920 -0.1707 -0.2427 -0.2124
H -3.78240 -1.20360 4.51240 0.4720 0.2765 0.4478
H -3.08820 -2.20830 5.78000 0.3282 0.5601 -0.2449
H -1.18560 0.88640 4.66410 -0.1743 -0.2447 -0.1024
H -0.33000 -0.08340 3.47020 -0.2135 0.1324 0.0719
H -3.77150 1.08520 4.33430 0.1008 -0.0012 0.1452
H -5.44390 1.91410 2.78470 -0.0123 0.0073 -0.0010
H -4.99580 1.95890 0.35540 -0.0724 0.0364 -0.0217
H -2.82760 1.17150 -0.51710 -0.1233 0.0684 -0.3903
```
Forces are in eV/Å.

As for the expectation value of S²: 12.04. The total charge is -1. The value obtained for the HOMO energy (spin up / spin down) is -0.106 / -0.106 hartree. Its spin multiplicity is 7.

---

Entry 4:
Entry from the Open Molecules 2025 dataset: C34H42AsN3O2PRuS as an isolated structure at a distorted geometry (ωB97M-V/def2-TZVPD).

The geometry in XYZ format:
```
85
Properties=species:S:1:pos:R:3:forces:R:3
Ru -0.37512 0.21819 0.56245 0.7817 1.5885 -0.1452
O 1.43258 1.67044 0.87629 -0.1632 -0.0169 0.2039
C 2.04955 2.75784 0.15020 -0.0601 -0.0136 -0.1946
C 3.19233 2.23408 -0.69451 0.0279 -0.0110 0.0189
C 2.78911 0.92841 -1.38416 -0.1028 0.0440 0.0315
C 1.48094 1.01373 -2.12911 0.0327 -0.3227 0.1837
C 1.35878 1.83154 -3.24170 0.0581 -0.0163 -0.1875
C 0.21000 1.79007 -4.01319 0.0804 0.0422 0.0291
C -0.78289 0.88887 -3.66695 0.0555 -0.0880 0.0162
C -0.60369 0.13172 -2.52772 -0.0759 -0.3441 -0.0205
N 0.47190 0.21077 -1.72874 -0.2596 0.3092 0.0261
H 2.09872 1.21914 1.41216 0.0400 0.0002 -0.0525
H 2.36373 3.53557 0.84781 0.0245 -0.0530 0.0334
H 1.25465 3.16224 -0.47626 -0.0245 -0.0216 0.0139
H 4.07885 2.05205 -0.08271 -0.0095 0.0189 0.0344
H 3.47078 3.00802 -1.41273 -0.0049 -0.0390 -0.0400
H 2.70160 0.12980 -0.64609 0.0455 -0.0021 -0.0001
H 3.56962 0.61986 -2.08178 0.0034 0.0493 -0.0281
H 2.19216 2.46008 -3.52851 -0.0104 0.0133 0.0041
H 0.11616 2.41758 -4.88975 -0.0114 -0.0063 0.0015
H -1.66897 0.75958 -4.27134 -0.0008 -0.0141 -0.0152
H -1.33730 -0.61400 -2.23825 -0.0651 0.1365 0.0347
S -2.06058 -1.08957 0.90075 -0.4649 -0.5517 0.1097
C -1.75157 -2.07781 2.35031 -0.0435 0.0099 -0.0410
C -2.82757 -2.66407 3.00707 0.0293 -0.0044 0.0323
C -2.60158 -3.35836 4.18966 -0.0579 0.0001 -0.0160
C -1.32177 -3.47226 4.71384 0.0337 -0.0111 0.0079
C -0.23756 -2.91449 4.04174 -0.0923 -0.0533 -0.0043
C -0.46146 -2.22729 2.86119 0.0536 0.0888 0.0237
As 0.85489 -1.53295 1.66007 0.1964 -0.2410 -0.4750
C 2.60747 -1.51792 2.48217 -0.0086 -0.0448 0.0163
C 3.61579 -2.26092 1.86831 0.0805 0.1302 -0.0352
C 4.88755 -2.29555 2.42398 -0.0011 -0.0081 -0.0407
C 5.16172 -1.60229 3.59251 -0.0032 0.0105 0.0181
C 4.15863 -0.87240 4.21444 0.0036 -0.0076 -0.0122
C 2.88635 -0.82912 3.66273 0.0063 -0.0453 0.0108
C 0.99584 -2.99528 0.39433 -0.0551 -0.0818 0.1833
C 0.70408 -4.29043 0.81525 0.0135 -0.0117 -0.0215
C 0.80841 -5.34748 -0.07695 0.0169 0.0110 -0.0179
C 1.20653 -5.11605 -1.38658 -0.0095 -0.0064 0.0206
C 1.50330 -3.82661 -1.80329 0.0079 0.0008 0.0038
C 1.39649 -2.76404 -0.91585 0.0656 -0.0363 -0.0804
H -3.83139 -2.56503 2.61333 0.0043 -0.0031 -0.0171
H -3.43768 -3.80725 4.70890 0.0059 0.0011 0.0046
H -1.16558 -4.00916 5.63963 0.0111 0.0051 0.0005
H 0.76707 -3.03128 4.43073 0.0076 0.0086 -0.0151
H 3.42162 -2.81286 0.95909 -0.0238 -0.0267 0.0088
H 5.66349 -2.87482 1.94175 -0.0031 -0.0069 0.0022
H 6.15195 -1.64064 4.02601 0.0004 0.0051 -0.0011
H 4.36157 -0.34734 5.13830 -0.0086 0.0006 0.0001
H 2.11594 -0.29616 4.19444 -0.1682 0.0996 0.0207
H 0.39626 -4.48729 1.83456 -0.0044 0.0118 -0.0047
H 0.58198 -6.35269 0.25231 -0.0047 0.0020 0.0019
H 1.28699 -5.94211 -2.08020 0.0034 0.0012 -0.0047
H 1.81870 -3.64530 -2.82240 0.0030 -0.0003 -0.0040
H 1.62125 -1.76358 -1.25940 -0.0203 -0.0720 0.0606
N -1.90485 1.50075 -0.35290 0.1925 -0.2971 -0.2162
C -2.95007 1.74824 -0.79036 0.0180 0.0175 0.0764
N -4.14568 1.99852 -1.23453 0.0084 0.1147 -0.0472
C -4.96271 0.93568 -1.86109 -0.0142 0.0301 0.1133
C -5.05773 1.20398 -3.35178 0.0073 0.0025 -0.0602
O -5.54794 2.50511 -3.59142 -0.0127 0.0044 0.0185
C -4.68823 3.50056 -3.07606 -0.0146 0.0037 -0.0534
C -4.57417 3.37540 -1.56737 0.0231 -0.0502 0.0646
H -5.95250 0.98809 -1.40548 -0.0111 -0.0226 -0.0172
H -4.52536 -0.03609 -1.63599 0.0313 0.0043 -0.0338
H -5.75048 0.50748 -3.82057 -0.0116 0.0046 0.0140
H -4.07110 1.08424 -3.82031 0.0190 -0.0173 0.0110
H -5.11788 4.46348 -3.34542 -0.0020 0.0010 0.0083
H -3.69447 3.41771 -3.53811 0.0089 -0.0015 0.0159
H -5.54590 3.53111 -1.09746 -0.0057 0.0230 -0.0143
H -3.86136 4.08495 -1.15020 0.0097 -0.0008 -0.0217
C -2.65533 1.26627 3.00216 -0.0055 0.1582 0.0162
P -0.96760 1.49868 2.38209 -0.3153 -0.3458 0.3716
C -0.87918 3.26444 1.98083 -0.0536 0.0444 0.1852
C -0.01401 1.38236 3.90922 -0.0308 -0.0383 0.0671
H -2.80447 1.91802 3.86513 -0.0231 0.0192 -0.0346
H -2.79858 0.23402 3.31408 0.0003 -0.0209 0.0254
H -3.38955 1.51193 2.23643 0.0147 -0.0343 -0.0386
H -1.42152 3.79918 2.76372 0.0120 0.0315 -0.0417
H -1.33383 3.47838 1.02066 -0.0335 0.0204 -0.0683
H 0.15017 3.61010 1.98186 0.0531 -0.0248 -0.0119
H -0.38429 2.13592 4.60713 0.0078 -0.0136 -0.0007
H 1.04070 1.56869 3.73234 0.1081 -0.0238 -0.0111
H -0.16381 0.39767 4.35452 0.0844 -0.0161 0.0011
```
Forces are in eV/Å.

As for the expectation value of S²: 0.76. The total charge is +2. The value obtained for the HOMO energy (spin up / spin down) is -0.492 / -0.513 hartree. Its spin multiplicity is 2.

---

Entry 5:
Entry from the Open Molecules 2025 dataset: C3H6O2S as an isolated structure at a distorted geometry (ωB97M-V/def2-TZVPD).

The geometry in XYZ format:
```
12
Properties=species:S:1:pos:R:3:forces:R:3
O -1.12680 -1.34591 1.15221 -1.3727 -2.4656 -2.3757
C -1.52515 -0.22822 0.61681 1.2089 6.9719 -1.5173
O -2.61601 0.20623 0.35681 -0.5592 -0.8880 0.9058
C -0.26267 0.63107 0.07015 -0.9365 -1.2746 0.6778
C 0.87453 -0.28724 -0.40169 -0.1848 0.6014 0.9443
S 2.53946 0.37134 -0.12744 0.0227 0.2319 -0.4461
H -1.32449 -1.42828 0.06025 1.1878 -3.3524 2.2951
H 0.06042 1.13259 0.98517 0.0707 0.4897 -0.3489
H -0.68561 1.27071 -0.69818 0.2821 0.3672 0.1943
H 0.87543 -1.06870 0.35240 0.1232 -0.5381 -0.3985
H 0.71045 -0.67748 -1.40440 0.1606 -0.0658 0.0170
H 2.48045 1.42390 -0.96208 -0.0028 -0.0777 0.0522
```
Forces are in eV/Å.

The value obtained for the HOMO energy is -0.345 hartree.

---

Entry 6:
Entry from the Open Molecules 2025 dataset: one molecule with the formula C4H6O2S at a distorted geometry (ωB97M-V/def2-TZVPD).

The geometry in XYZ format:
```
13
Properties=species:S:1:pos:R:3:forces:R:3
C -0.81526 -0.04065 0.12027 -0.8561 -0.3613 -1.0758
C 0.12572 1.12865 0.00956 -1.9818 1.8187 0.7663
C -1.36780 -0.36619 -1.21418 0.4393 -1.3434 -0.1243
C 1.34181 -0.87473 1.31479 1.5060 -2.0591 1.5330
O 2.01709 -0.68869 -0.04784 -0.0558 -0.7862 -0.6208
O -0.78380 -0.07335 -2.21928 -0.1839 0.3819 -1.1889
S 1.74710 0.66512 0.71966 -0.4089 2.4193 -0.3543
H -0.32890 -0.94724 0.54713 0.3260 0.1727 -0.4927
H -1.65387 -0.04531 0.76003 -0.8890 0.9974 1.3040
H 0.13927 1.38035 -1.05154 1.1382 -0.3182 -0.1115
H -0.37116 2.12247 0.38198 1.4233 -1.7922 0.2993
H -2.24849 -1.05191 -1.28219 0.0877 0.4000 0.2639
H 2.19828 -1.20851 1.96162 -0.5449 0.4706 -0.1984
```
Forces are in eV/Å.

The value obtained for the HOMO energy is -0.310 hartree.

---

For reference, DFT total energy by record: -159.5612 -2169.8842 -1962.3305 -4705.2912 -666.4880 -704.4853 Eh.